The following is a quantum chemistry calculation of an isolated molecule of C17H14N2O2S in a non-equilibrium geometry, from the OMol25 dataset.

- electronic energy (eV) = -35764.0924
- charge = 0

Geometry (Å):
O1 -3.032420 5.042175 1.373206
N1 -0.354542 -0.572370 -1.430508
O2 -1.545593 4.442597 2.844504
S1 -2.749988 2.106268 -2.386546
C1 -2.227281 4.231471 1.749198
C2 -0.659189 0.657212 -1.163478
C3 -2.234685 3.011348 -3.798185
C4 -0.985312 2.815029 -4.246325
C5 -0.283032 2.018305 -3.257978
C6 -1.042764 1.563845 -2.189514
C7 -0.702406 0.885967 0.354473
C8 -0.296790 -0.314889 0.792356
C9 -1.990322 3.022391 0.909391
C10 -0.966561 2.014254 1.182043
C11 3.463508 -3.923764 2.143687
C12 3.604081 -3.478312 0.864122
C13 2.208230 -3.956061 2.669473
C14 2.533558 -2.972613 0.036695
C15 1.040160 -3.612596 1.941852
C16 1.186765 -3.082906 0.599917
N2 -0.090459 -1.151255 -0.227922
C17 -0.006386 -2.564622 -0.194867
H1 -1.855446 5.273059 3.224329
H2 -2.989313 3.739535 -4.238814
H3 -0.583314 3.308764 -5.111468
H4 0.707836 1.760510 -3.487990
H5 -0.204021 -0.657830 1.798602
H6 -2.479117 3.005356 -0.082058
H7 -0.491948 2.038035 2.228266
H8 4.317876 -4.354160 2.677243
H9 4.631642 -3.570768 0.435315
H10 2.234355 -4.183942 3.692712
H11 2.641080 -2.776181 -1.019934
H12 0.030918 -3.826760 2.334381
H13 -0.976058 -3.036536 0.217340
H14 0.146937 -2.900552 -1.233517

Forces on atoms 1 to 6 (eV/Å):
-0.8610 0.7164 -0.2792
0.5812 -0.4942 0.5133
1.4318 -0.8349 1.4232
2.3650 0.4863 -0.8814
-0.8156 -0.5615 -2.0243
-0.8423 0.6660 3.2373

Mulliken atomic charge list, values in e, 5 entries:
1. O -0.58
2. N -1.06
3. O -0.44
4. S -0.07
5. C 0.33



The following is a quantum chemistry calculation of a cluster of 2 separate species, C47H62Cl2FN4 in total in a non-equilibrium geometry, from the OMol25 dataset.

- electronic energy (eV) = -83463.4914
- charge = +1

Geometry (Å):
C1 2.496212 -6.445455 -1.918848
C2 1.708712 -5.594812 -2.925654
C3 2.518971 -5.405619 -4.212487
C4 1.258792 -4.288447 -2.292133
C5 2.034088 -3.125163 -2.359534
C6 1.668675 -1.985045 -1.652149
C7 2.624225 -0.803797 -1.509546
C8 3.717182 -0.759902 -2.575645
C9 3.198184 -0.711028 -0.097228
C10 0.390094 -1.942698 -0.997884
C11 -0.165479 -0.693643 -0.462782
N1 -0.504526 0.387441 -1.289108
C12 -0.129493 0.605600 -2.668150
C13 0.786173 1.633972 -2.955034
C14 1.313046 2.564211 -1.854966
C15 0.387589 3.761611 -1.692848
C16 2.771573 2.961897 -2.057380
C17 1.221155 1.789013 -4.275642
C18 0.764012 0.926921 -5.271687
C19 -0.151625 -0.078639 -4.972306
C20 -0.657348 -0.223681 -3.680887
C21 -1.836740 -1.157899 -3.392188
C22 -2.024980 -2.228965 -4.468366
C23 -3.136025 -0.380309 -3.180762
N2 -1.042419 1.395701 -0.571692
N3 -1.066628 0.953407 0.703791
C24 -1.465247 1.810074 1.786308
C25 -0.447574 2.431370 2.539705
C26 1.006884 2.506776 2.041855
C27 2.025329 1.676256 2.803085
C28 1.555968 3.944193 2.004663
C29 -0.824697 3.049439 3.730220
C30 -2.169066 3.288567 4.005483
C31 -3.154881 2.785827 3.161954
C32 -2.823694 2.008886 2.050298
C33 -3.957834 1.494978 1.138163
C34 -3.943461 -0.017205 0.904769
C35 -4.027490 2.269976 -0.181185
C36 -0.551390 -0.335196 0.782256
C37 -0.598226 -1.110901 2.034633
C38 -0.392363 -3.130466 -0.922277
C39 -1.744430 -3.202199 -0.204423
C40 -1.645059 -4.014220 1.088009
C41 -2.847415 -3.801850 -1.074054
C42 0.074863 -4.276652 -1.559891
H1 1.906298 -6.618357 -1.011051
H2 2.745824 -7.417848 -2.358059
H3 3.429672 -5.940524 -1.632456
H4 0.790639 -6.146200 -3.178783
H5 2.000288 -4.741698 -4.912613
H6 3.511655 -4.991597 -3.999655
H7 2.654684 -6.375456 -4.702688
H8 2.955294 -3.125118 -2.949721
H9 2.000225 0.087322 -1.656360
H10 3.272463 -0.799829 -3.579167
H11 4.296511 0.168056 -2.492322
H12 4.402622 -1.607626 -2.445490
H13 2.399886 -0.735679 0.656615
H14 3.865448 -1.566465 0.085205
H15 3.773485 0.216815 0.034471
H16 1.264318 2.003537 -0.912511
H17 -0.581528 3.401980 -1.329016
H18 0.793530 4.480371 -0.972409
H19 0.249119 4.264379 -2.659121
H20 3.395781 2.080521 -2.259768
H21 2.871837 3.666631 -2.893743
H22 3.155067 3.448312 -1.149446
H23 1.921626 2.591414 -4.517879
H24 1.119437 1.040812 -6.295501
H25 -0.513038 -0.747554 -5.754924
H26 -1.594368 -1.671931 -2.450466
H27 -1.095758 -2.791009 -4.624159
H28 -2.808468 -2.941432 -4.179417
H29 -2.325690 -1.760032 -5.415365
H30 -3.015978 0.395164 -2.414044
H31 -3.427935 0.116415 -4.118100
H32 -3.950385 -1.049327 -2.866629
H33 0.949309 2.138605 1.009384
H34 2.829366 1.380033 2.125163
H35 2.456670 2.281662 3.611507
H36 1.595679 0.776491 3.244378
H37 0.877609 4.648843 1.502894
H38 1.760802 4.299232 3.032532
H39 2.515297 3.945164 1.458978
H40 -0.052057 3.360033 4.431662
H41 -2.455896 3.872727 4.880835
H42 -4.210833 2.962743 3.377065
H43 -4.877670 1.721783 1.697593
H44 -3.763516 -0.566050 1.838681
H45 -4.908997 -0.342465 0.491723
H46 -3.168956 -0.286712 0.174250
H47 -4.223936 3.331691 0.009219
H48 -3.074323 2.188514 -0.719725
H49 -4.829810 1.875731 -0.816095
H50 -1.645768 -1.331505 2.301405
H51 0.005542 -2.024964 1.913815
H52 -2.043628 -2.178560 0.061718
H53 -0.910058 -3.588281 1.773376
H54 -2.614181 -4.031416 1.604492
H55 -1.332481 -5.041418 0.861084
H56 -2.934060 -3.287559 -2.037176
H57 -2.652441 -4.864684 -1.262247
H58 -3.811254 -3.712033 -0.557609
H59 -0.526753 -5.188005 -1.493055
Cl1 2.846540 4.147559 5.574504
C43 1.742037 3.942480 6.871504
N4 0.624609 3.261875 6.580387
F1 -0.057822 -0.481924 3.157588
C44 -0.273110 3.129357 7.566437
Cl2 -1.686904 2.243047 7.161496
C45 -0.122241 3.680856 8.846600
C46 1.059514 4.370304 9.136859
C47 2.012324 4.503599 8.127133
H60 -0.941585 3.569615 9.540645
H61 1.219880 4.794358 10.125182
H62 2.946908 5.032902 8.251940

Forces on atoms 1 to 6 (eV/Å):
-0.0401 0.0740 0.1337
-0.0908 0.0060 -0.2269
-0.1384 -0.0180 0.0382
0.0343 -0.1598 -0.0055
-0.0659 -0.1159 0.2965
-0.5405 0.2919 0.3303

Mulliken atomic charge list, values in e, 5 entries:
1. C -1.33
2. C 0.15
3. C -1.63
4. C 0.05
5. C -0.33



The following is a quantum chemistry calculation of a structure of composition C14H18CrFO18 in a non-equilibrium geometry, from the OMol25 dataset.

- spin multiplicity = 5
- electronic energy (eV) = -82808.1325
- expectation value of S² = 6.006
- charge = -1

Geometry (Å):
Cr1 2.299544 13.587424 1.625493
O1 4.310671 13.080700 -2.208165
C1 4.368181 13.359189 -0.859637
O2 3.264924 13.596458 -0.274229
O3 5.463387 13.325294 -0.309184
H1 3.353608 13.129533 -2.357784
O4 3.916083 17.347114 3.119007
C2 4.036350 16.106929 2.564429
O5 5.171017 15.724466 2.258117
O6 2.983640 15.428032 2.363826
H2 4.832521 17.651288 3.091010
O7 4.586603 10.449912 3.677040
C3 4.544025 11.716440 3.169079
O8 5.599495 12.328577 3.026376
O9 3.419893 12.183133 2.756276
H3 3.664021 10.172096 3.554015
C4 0.557536 7.262434 2.379135
C5 1.354754 8.155847 1.440272
C6 0.834702 8.190878 0.025429
O10 0.874408 9.566166 -0.365777
C7 0.970338 10.298189 0.768247
O11 1.079325 11.477415 0.840296
O12 1.041386 9.493625 1.851146
H4 0.932899 7.255373 3.399821
H5 0.686265 6.240040 2.002316
H6 -0.517813 7.429456 2.365377
H7 2.443663 8.076659 1.489523
H8 -0.179159 7.780870 0.078765
H9 1.387349 7.648088 -0.738908
C8 -2.503593 15.678396 5.452334
C9 -1.736231 14.356913 5.299510
C10 -2.378581 13.425526 4.269099
O13 -1.215219 12.888196 3.650993
C11 -0.139378 13.672852 3.913382
O14 0.929219 13.494517 3.422792
O15 -0.467672 14.666178 4.731718
H10 -2.606899 16.189499 4.497252
H11 -1.914222 16.339175 6.090512
H12 -3.462461 15.541688 5.952157
H13 -1.534712 13.833853 6.235642
H14 -3.016517 13.968820 3.572082
H15 -2.963452 12.691495 4.821911
C12 -2.742527 14.705587 -0.240388
C13 -2.627121 16.021973 0.520547
O16 -1.208659 16.199377 0.495483
C14 -0.613744 15.006697 0.431242
O17 0.508116 14.731537 0.667801
O18 -1.544107 14.065306 0.060279
F1 -2.966292 15.864049 1.828860
H16 -3.008132 14.777665 -1.298153
H17 -3.573959 14.107938 0.145445
H18 -3.136655 16.878758 0.091230

Forces on atoms 1 to 6 (eV/Å):
2.4173 -0.0872 -0.2823
-1.1393 0.1941 -0.1171
2.8063 -0.2436 2.4421
-2.3117 0.0336 0.1659
-0.6295 -0.0656 -1.1836
0.1832 -0.0634 -0.3551

Mulliken atomic charge list, values in e, 5 entries:
1. Cr 1.64
2. O -0.53
3. C 0.54
4. O -0.58
5. O -0.62



The following is a quantum chemistry calculation of an isolated molecule of C3H3NO2S in a non-equilibrium geometry, from the OMol25 dataset.

- electronic energy (eV) = -19576.3285
- charge = 0

Geometry (Å):
C1 -0.858936 -0.767494 -0.102085
C2 0.138864 0.323485 -0.332341
C3 1.427367 1.012840 1.265940
H1 -1.490138 -0.761642 0.850176
H2 0.500954 0.464016 -1.363727
H3 2.201310 0.932994 2.064752
N1 0.603312 1.974134 1.300755
O1 1.378027 0.015595 0.352664
O2 -0.375687 1.417311 0.232356
S1 -1.106112 -1.833158 -1.270358

Forces on atoms 1 to 6 (eV/Å):
-0.9932 -0.9621 -0.1735
1.0462 -1.1459 -0.6302
1.8261 -0.2556 1.5014
1.2137 0.2027 -1.1739
-0.8262 -0.2484 -0.0737
-0.4421 0.1572 -1.0484

Mulliken atomic charge list, values in e, 5 entries:
1. C -0.31
2. C 0.34
3. C 0.01
4. H 0.28
5. H 0.32